Density functional theory data (ωB97M-V/def2-TZVPD) for the ion C7H15N2 with charge +1.

Last column: natural (NBO) charge in e.
Atoms and positions in Å:
N: -0.37 -0.37 0.79  -0.494
N: 0.78 1.86 -1.79  -0.720
C: 1.42 -1.73 1.91  -0.230
C: -1.74 1.48 -0.48  -0.621
C: 0.66 1.09 -0.73  0.103
C: -0.98 -0.62 -1.71  -0.628
C: -0.66 0.36 -0.59  0.025
C: 1.67 -0.86 2.87  -0.331
C: 0.78 -1.24 0.63  -0.301
H: -1.98 -0.94 -1.62  0.235
H: 1.66 2.34 -1.97  0.420
H: -0.33 -1.41 -1.80  0.230
H: -1.41 2.26 0.22  0.235
H: 0.29 1.59 -2.72  0.369
H: -1.82 1.97 -1.56  0.249
H: 2.01 -1.04 3.83  0.222
H: 1.64 -2.87 2.07  0.248
H: 1.46 -0.58 0.07  0.271
H: -1.12 -0.81 1.23  0.425
H: 0.52 -2.20 0.06  0.238
H: -0.93 -0.06 -2.64  0.222
H: -2.67 1.15 -0.15  0.232
H: -0.21 0.41 1.34  0.428
H: 1.34 0.22 2.75  0.171

## Properties
Lowest unoccupied orbital energy ... -3.063 eV
2S+1 ... 1
Charge ... +1
Energy ... -10472.57563 eV
Strongest force on any atom ... 3.14 eV/A

Density functional theory data (ωB97M-V/def2-TZVPD) for a cluster of 2 separate species, C7H15N2 in total.

Last column: natural (NBO) charge in e.
Atoms and positions in Å:
N: 2.05 1.20 0.46  -0.526
N: 2.15 -1.06 -0.27  -0.478
C: 2.36 0.29 -0.76  -0.089
C: -0.57 -1.33 -1.13  -0.763
C: 1.17 0.22 1.22  -0.237
C: -0.95 -0.32 -0.16  0.391
C: 1.57 -1.06 0.87  0.021
C: -1.22 1.03 -0.57  -0.706
C: -1.76 -0.73 0.93  -0.726
H: -1.06 -1.35 1.64  0.251
H: -0.77 -2.26 -0.72  0.238
H: 2.82 1.52 1.09  0.439
H: -0.71 1.31 -1.53  0.223
H: 0.73 0.65 2.15  0.241
H: -2.67 -1.34 0.65  0.274
H: 1.31 -2.06 1.24  0.251
H: -2.06 0.09 1.53  0.231
H: -2.37 0.94 -0.83  0.270
H: -1.24 1.81 0.05  0.238
H: 0.53 -1.44 -1.36  0.308
H: -0.96 -1.23 -2.12  0.277
H: 1.53 1.91 0.19  0.412
H: 1.68 0.38 -1.60  0.222
H: 3.37 0.45 -1.12  0.236

## Properties
Lowest unoccupied orbital energy (alpha / beta) ... -4.313 / -4.314 eV
2S+1 ... 1
Charge ... +1
Energy ... -10471.44775 eV
Strongest force on any atom ... 5.90 eV/A

Density functional theory data (ωB97M-V/def2-TZVPD) for a structure of composition C7H15N2O2.

Last column: natural (NBO) charge in e.
Atoms and positions in Å:
O: 0.60 -0.90 -0.93  -0.510
O: 3.57 -0.55 0.99  -0.480
N: -1.00 1.02 -0.22  -0.422
N: -1.08 -1.27 0.51  -0.688
C: -0.99 2.06 0.80  -0.422
C: 1.26 0.00 1.36  -0.536
C: -0.13 -0.44 0.06  0.708
C: -0.65 1.64 -1.58  -0.420
C: -1.15 -2.59 0.02  -0.425
C: 2.01 -0.81 -0.82  -0.170
C: 2.40 -0.49 0.61  0.512
H: -0.03 2.32 0.90  0.210
H: 0.98 -0.41 2.28  0.257
H: 0.40 1.93 -1.56  0.227
H: 2.48 -1.74 -1.23  0.266
H: -1.97 -3.19 0.50  0.240
H: -0.23 -3.16 0.05  0.210
H: -1.42 -2.63 -1.14  0.199
H: -1.49 1.78 1.77  0.239
H: -1.46 3.00 0.43  0.235
H: 2.45 0.22 -1.22  0.224
H: 1.42 0.99 1.52  0.233
H: -0.92 0.96 -2.43  0.250
H: -1.73 -1.03 1.25  0.418
H: -2.01 0.79 -0.27  0.419
H: -1.32 2.50 -1.65  0.227

## Properties
Lowest unoccupied orbital energy ... -2.993 eV
2S+1 ... 1
Charge ... +1
Energy ... -14567.41327 eV
Strongest force on any atom ... 5.89 eV/A

Density functional theory data (ωB97M-V/def2-TZVPD) for a cluster of 2 separate species, C7H15N2OP in total.

Last column: natural (NBO) charge in e.
Atoms and positions in Å:
P: -0.21 -1.38 0.16  2.244
O: 0.01 -2.82 0.30  -1.032
N: -1.11 -1.05 -1.23  -0.726
N: -1.02 -0.66 1.43  -0.760
C: -1.25 -1.48 2.60  -0.411
C: -0.68 -1.76 -2.41  -0.424
C: 2.07 0.59 -0.06  -0.386
C: -0.80 0.74 1.71  -0.426
C: 3.85 2.52 -0.46  -0.681
C: 2.86 1.47 -0.25  -0.216
C: -1.63 0.27 -1.49  -0.420
H: -2.37 0.20 -2.29  0.212
H: -0.85 0.97 -1.80  0.210
H: -0.45 -1.38 3.34  0.196
H: -0.17 0.86 2.60  0.204
H: -0.20 -2.69 -2.11  0.239
H: -1.75 1.24 1.90  0.197
H: -1.33 -2.52 2.30  0.235
H: 3.36 3.41 -0.88  0.221
H: 4.62 2.18 -1.16  0.225
H: 0.02 -1.17 -3.01  0.198
H: 4.32 2.79 0.48  0.224
H: -2.19 -1.16 3.06  0.206
H: -2.12 0.65 -0.60  0.214
H: -1.56 -1.99 -3.02  0.207
H: -0.29 1.20 0.87  0.247

## Properties
Lowest unoccupied orbital energy ... -1.128 eV
2S+1 ... 1
Energy ... -21814.84209 eV
Strongest force on any atom ... 3.82 eV/A

Density functional theory data (ωB97M-V/def2-TZVPD) for a structure of composition C7H15N2Pb.

Last column: natural (NBO) charge in e.
Atoms and positions in Å:
Pb: 0.78 -1.37 -0.83  1.188
N: 0.43 -0.31 -3.17  -1.081
N: -1.36 -2.47 -1.05  -1.094
C: 3.06 1.29 -0.99  -0.873
C: -1.49 1.15 3.07  -0.205
C: -0.93 -0.15 3.24  -0.186
C: -0.41 -0.25 0.87  -0.439
C: -1.50 1.73 1.79  -0.191
C: -0.36 -0.84 2.13  -0.282
C: -0.93 1.02 0.68  -0.275
H: -0.57 -0.11 -3.28  0.394
H: 3.39 1.89 -0.13  0.245
H: -0.95 -0.62 4.21  0.226
H: 0.69 -0.99 -3.91  0.405
H: -1.93 2.73 1.62  0.227
H: 3.59 1.66 -1.85  0.236
H: -2.08 -1.81 -0.72  0.420
H: 0.11 -1.82 2.30  0.210
H: -1.47 -3.30 -0.45  0.418
H: 0.94 0.54 -3.42  0.412
H: 3.49 0.29 -0.73  0.215
H: -1.93 1.68 3.92  0.234
H: -1.64 -2.76 -2.00  0.402
H: 1.95 1.31 -0.98  0.191
H: -0.89 1.53 -0.31  0.202

## Properties
Lowest unoccupied orbital energy ... -3.507 eV
2S+1 ... 1
Charge ... +1
Energy ... -15723.82783 eV
Strongest force on any atom ... 1.99 eV/A

Density functional theory data (ωB97M-V/def2-TZVPD) for the ion C7H15N2Si with charge +1.

Last column: natural (NBO) charge in e.
Atoms and positions in Å:
Si: 0.24 0.69 -1.37  1.697
N: -0.06 -0.80 1.88  -0.200
N: 0.70 1.60 -0.01  -0.699
C: -0.37 -1.02 -0.75  -0.864
C: -0.23 -1.74 2.95  -0.423
C: 1.65 0.62 -2.72  -1.122
C: 0.77 0.16 1.99  0.207
C: -0.92 -0.99 0.73  -0.246
C: -1.42 1.45 -1.98  -1.097
C: 0.84 1.41 1.22  0.044
H: -1.60 -1.75 0.82  0.241
H: 0.42 -1.66 -0.92  0.241
H: 1.37 0.16 -3.74  0.269
H: 0.53 -1.70 3.60  0.228
H: 2.70 0.36 -2.49  0.263
H: 1.90 1.65 -3.06  0.265
H: -2.16 1.22 -1.18  0.234
H: -1.61 -0.19 0.85  0.228
H: -1.58 1.08 -3.04  0.262
H: -1.14 -1.30 -1.40  0.259
H: 1.55 0.10 2.76  0.236
H: 1.40 2.21 1.63  0.215
H: -0.55 -2.74 2.61  0.251
H: -1.36 2.61 -1.99  0.262
H: -1.10 -1.47 3.59  0.248

## Properties
Lowest unoccupied orbital energy ... -5.439 eV
2S+1 ... 1
SMILES string ... C[N+]1=CC=N[Si](C)(C)CC1
Charge ... +1
Energy ... -18352.00214 eV
Strongest force on any atom ... 4.40 eV/A

Density functional theory data (ωB97M-V/def2-TZVPD) for a structure of composition C7H15N4.

Last column: natural (NBO) charge in e.
Atoms and positions in Å:
N: -2.42 -1.02 -0.16  -0.505
N: -0.38 0.12 0.25  -0.243
N: 0.82 0.23 0.84  -0.427
N: -2.56 1.23 -0.66  -0.519
C: 3.44 0.03 -1.23  -0.361
C: 3.15 0.38 0.03  -0.166
C: -2.95 0.00 -0.80  0.400
C: 1.91 1.17 0.38  -0.257
C: -1.57 1.64 0.31  -0.177
C: -0.19 -2.19 0.17  -0.584
C: -1.18 -1.05 0.57  0.080
H: -1.80 1.85 1.38  0.221
H: 2.88 0.49 -1.96  0.190
H: -0.06 -2.29 -0.85  0.221
H: -0.93 2.45 -0.06  0.215
H: 2.03 1.95 1.10  0.207
H: 0.72 -2.12 0.61  0.246
H: -0.66 -3.11 0.36  0.209
H: 4.39 -0.48 -1.39  0.220
H: -2.76 2.07 -1.13  0.446
H: -3.00 -1.83 -0.27  0.437
H: 1.67 1.64 -0.48  0.203
H: 0.72 0.16 1.87  0.338
H: -1.24 -1.37 1.67  0.200
H: -3.74 -0.09 -1.39  0.219
H: 3.71 0.15 0.82  0.189

## Properties
Lowest unoccupied orbital energy ... -3.321 eV
2S+1 ... 1
Charge ... +1
Energy ... -13451.44820 eV
Strongest force on any atom ... 4.55 eV/A

Density functional theory data (ωB97M-V/def2-TZVPD) for the ion C7H15N4OS with charge +1.

Last column: natural (NBO) charge in e.
Atoms and positions in Å:
S: 0.61 0.94 1.30  1.222
O: -0.39 2.14 1.88  -0.923
N: 2.76 -1.85 -0.66  -0.782
N: 1.01 -0.80 0.35  -0.662
N: -0.46 0.84 -1.02  -0.583
N: 0.24 1.26 -3.14  -0.753
C: 1.13 -0.69 -2.15  -0.563
C: -1.77 -0.61 0.47  -0.450
C: -0.44 0.12 0.12  0.167
C: 0.54 -0.01 2.88  -0.743
C: -2.77 0.37 1.15  -0.611
C: 1.65 -1.12 -0.70  0.516
C: 0.31 0.57 -2.01  0.497
H: -3.87 0.18 0.87  0.241
H: 1.41 0.57 3.34  0.255
H: 1.91 -0.46 -2.82  0.230
H: 1.07 -1.09 2.84  0.287
H: -0.76 2.82 1.25  0.528
H: -0.19 2.16 -3.14  0.417
H: -2.64 0.42 2.25  0.219
H: 0.52 -1.55 -2.55  0.277
H: 2.96 -2.31 0.26  0.443
H: 3.27 -1.68 -1.53  0.421
H: -2.66 1.32 0.73  0.208
H: -2.15 -1.10 -0.48  0.243
H: 0.79 0.99 -3.96  0.409
H: -0.40 0.05 3.32  0.250
H: -1.66 -1.48 1.16  0.239

## Properties
Lowest unoccupied orbital energy ... -2.677 eV
2S+1 ... 1
Charge ... +1
Energy ... -26336.54539 eV
Strongest force on any atom ... 5.24 eV/A

Density functional theory data (ωB97M-V/def2-TZVPD) for the molecule C7H15N4P.

Last column: natural (NBO) charge in e.
Atoms and positions in Å:
P: -0.71 0.24 -0.76  1.341
N: -0.20 -0.35 1.85  -0.288
N: 0.56 1.30 -0.35  -0.771
N: 0.31 -0.93 -1.33  -0.791
N: -1.15 -0.26 0.97  -0.424
C: -2.40 -0.56 1.50  -0.081
C: 1.37 1.80 -1.52  -0.438
C: 0.16 2.42 0.47  -0.438
C: -2.16 -0.95 2.78  -0.338
C: -0.04 -1.85 -2.37  -0.391
C: 1.57 -1.23 -0.57  -0.426
C: -0.77 -0.67 3.02  -0.074
H: -0.26 3.11 -0.33  0.175
H: -1.17 -2.02 -2.35  0.201
H: 2.42 1.74 -1.03  0.209
H: 1.24 1.02 -2.27  0.220
H: -2.94 -1.33 3.48  0.230
H: -3.20 -0.51 0.76  0.227
H: 1.65 -2.34 -0.79  0.180
H: 1.25 -0.95 0.43  0.256
H: 1.17 2.95 -1.81  0.199
H: -0.62 2.19 1.26  0.222
H: 0.96 2.87 1.16  0.211
H: 2.49 -0.75 -0.75  0.190
H: 0.27 -1.35 -3.23  0.189
H: 0.48 -2.76 -2.22  0.195
H: -0.28 -0.83 4.01  0.214

## Properties
Lowest unoccupied orbital energy ... 0.958 eV
2S+1 ... 1
SMILES string ... CN(C)P(N(C)C)n1cccn1
Energy ... -22748.92143 eV
Strongest force on any atom ... 3.89 eV/A